# C66H65Co2N3O6P

A molecular structure, C66H65Co2N3O6P at a distorted geometry (ωB97M-V/def2-TZVPD, the Open Molecules 2025 dataset).

The geometry in ORCA input format:
```
! wB97M-V def2-TZVPD RIJCOSX def2/J DEFGRID3
* xyz 1 1
C -3.2646 1.1828 -8.7325
O -4.1312 1.2532 -7.5804
C -3.6623 0.8399 -6.3719
C -2.3618 0.3206 -6.1542
C -1.8930 0.1726 -4.8589
C -2.6877 0.5334 -3.7410
C -2.1906 0.5266 -2.3838
N -3.0421 1.0745 -1.3918
C -3.4878 2.4315 -1.2954
C -4.5552 2.7155 -0.4174
C -5.4403 1.6659 0.2506
C -6.8499 1.6443 -0.3409
C -5.4673 1.8296 1.7690
C -4.8672 4.0426 -0.1280
C -4.1714 5.0933 -0.7103
C -3.1769 4.8158 -1.6351
C -2.8088 3.5070 -1.9517
C -1.7043 3.4079 -3.0077
C -0.4560 4.2159 -2.6677
C -2.2197 3.7981 -4.3979
N -3.0441 0.2477 -0.3095
N -2.1327 -0.7331 -0.5984
C -2.1798 -1.9698 0.1088
C -3.3667 -2.3367 0.7878
C -4.7403 -2.0017 0.2310
C -5.8921 -2.4265 1.1370
C -4.9425 -2.5182 -1.1865
C -3.2402 -3.1032 1.9464
C -2.0115 -3.6617 2.2945
C -0.9128 -3.5377 1.4475
C -1.0191 -2.7878 0.2637
C 0.0293 -2.8723 -0.8302
C -0.4619 -3.4592 -2.1578
C 1.3402 -3.4812 -0.3668
C -1.2793 -0.2511 -1.6397
C 0.1154 0.2267 -1.2592
C -4.0381 0.9119 -3.9888
C -4.5280 1.0451 -5.2670
H -3.8548 1.6358 -9.5297
H -2.3373 1.7537 -8.5749
H -3.0264 0.1396 -8.9863
H -1.7245 0.0788 -7.0077
H -0.8855 -0.1994 -4.6679
H -4.9819 0.6972 0.0450
H -6.8084 1.4906 -1.4264
H -7.4345 0.8256 0.0979
H -7.3745 2.5896 -0.1450
H -4.4459 1.8716 2.1661
H -5.9941 2.7478 2.0608
H -5.9787 0.9748 2.2293
H -5.6826 4.2478 0.5664
H -4.4090 6.1245 -0.4517
H -2.6632 5.6382 -2.1370
H -1.3791 2.3664 -3.0517
H -0.0402 3.8908 -1.7087
H 0.3098 4.0599 -3.4402
H -0.6737 5.2886 -2.6025
H -3.1989 3.3500 -4.5984
H -2.3067 4.8899 -4.4882
H -1.5240 3.4369 -5.1674
H -4.7500 -0.9079 0.1868
H -5.7839 -2.0044 2.1411
H -6.8440 -2.0761 0.7233
H -5.9376 -3.5206 1.2088
H -4.1586 -2.1637 -1.8639
H -4.9337 -3.6159 -1.1897
H -5.9091 -2.1793 -1.5738
H -4.1107 -3.3042 2.5740
H -1.9162 -4.2296 3.2199
H 0.0274 -4.0322 1.7128
H 0.2749 -1.8367 -1.0354
H -1.3874 -2.9690 -2.4845
H 0.2952 -3.3047 -2.9406
H -0.6506 -4.5373 -2.0552
H 1.7158 -2.9300 0.5062
H 1.2300 -4.5372 -0.0902
H 2.1005 -3.4176 -1.1581
H 0.8665 -0.3773 -1.7871
H 0.2173 1.2338 -1.6901
H -4.6953 1.1096 -3.1400
H -5.5538 1.3590 -5.4561
O 0.7348 2.9861 4.0793
C 1.0557 1.8918 3.8853
Co 1.6534 0.2478 3.7907
C 2.0997 0.0856 5.4804
O 2.3248 0.0340 6.6179
C 0.1802 -0.6079 4.2329
O -0.7762 -1.1812 4.5405
C 1.6577 -0.8092 2.0891
C 1.5330 -0.1215 0.9031
C 0.3054 0.2876 0.1917
C -0.0209 1.7086 0.6878
C -1.2143 1.9841 1.3587
C -1.5741 3.3085 1.6024
C -0.7069 4.3430 1.2531
C 0.5389 4.0600 0.6875
C 0.8626 2.7349 0.3773
Co 3.1866 0.0897 1.6475
C 3.8617 0.9354 0.3108
O 4.3114 1.4945 -0.6084
C 3.5389 1.1704 3.0943
O 4.2237 1.9949 3.5839
P 5.0221 -1.0865 2.2491
C 6.3646 -0.7005 1.0606
C 6.7074 -1.5197 -0.0207
C 7.6306 -1.0610 -0.9672
C 8.2655 0.1720 -0.7971
C 7.9787 0.9573 0.3258
C 7.0253 0.5260 1.2484
C 6.0295 -1.0110 3.7850
C 7.3826 -1.3970 3.7890
C 8.1173 -1.3832 4.9770
C 7.5061 -1.0061 6.1777
C 6.1543 -0.6558 6.1865
C 5.4210 -0.6690 4.9981
C 4.7029 -2.8900 2.1593
C 4.7216 -3.6964 3.3102
C 4.4277 -5.0589 3.2174
C 4.0752 -5.6216 1.9848
C 3.9978 -4.8109 0.8502
C 4.2924 -3.4486 0.9380
H 1.4179 -1.8698 2.2145
H -0.4274 -0.3735 0.6466
H -1.8406 1.1539 1.7030
H -2.5277 3.5184 2.0977
H -0.9791 5.3798 1.4549
H 1.2651 4.8505 0.4740
H 1.8064 2.4866 -0.1199
H 6.2631 -2.5071 -0.1272
H 7.8485 -1.6785 -1.8393
H 8.9853 0.5252 -1.5366
H 8.4880 1.9089 0.4849
H 6.7941 1.1384 2.1249
H 7.8691 -1.6977 2.8603
H 9.1694 -1.6698 4.9603
H 8.0828 -0.9935 7.1048
H 5.6595 -0.3723 7.1166
H 4.3610 -0.4201 5.0088
H 4.9796 -3.2571 4.2761
H 4.4726 -5.6794 4.1124
H 3.8498 -6.6866 1.9101
H 3.7116 -5.2382 -0.1122
H 4.2120 -2.8148 0.0522
*
```

Results
Relative energy (zero: lowest compared OMol25 entry of this formula, charge and spin), kcal/mol: 0.00
Orbital gap, eV: 5.442
Strongest force on any atom, Eh/bohr: 0.0797
LUMO, hartree: -0.1515
Energy, a.u.: -6276.1323
Highest occupied orbital energy, hartree: -0.35147

---

# C66H80N5O6Rb

A molecular structure, C66H80N5O6Rb (ωB97M-V/def2-TZVPD, the Open Molecules 2025 dataset).

The geometry in ORCA input format:
```
! wB97M-V def2-TZVPD RIJCOSX def2/J DEFGRID3
* xyz -2 1
Rb 0.1548 -0.1359 0.2139
C 3.6190 -1.7328 2.0185
O 3.1260 -0.8297 1.0270
C 4.1075 -0.1673 0.3435
C 4.5537 1.0852 0.7792
C 3.8735 1.9511 1.8336
C 3.2702 1.3456 3.0691
C 3.9992 1.2072 4.2311
C 3.4567 0.6777 5.4078
C 2.1468 0.2125 5.3182
C 1.3877 0.2767 4.1545
C 0.0834 -0.4925 4.0318
C 0.3642 -1.9679 3.7406
C 1.2072 -2.6655 4.6074
C 1.6662 -3.9432 4.3414
C 1.2987 -4.5112 3.1280
C 0.4681 -3.8692 2.2250
C 0.3519 -4.4635 0.8254
C 1.7227 -4.4249 0.1842
C 2.6446 -5.4409 0.3877
C 3.9791 -5.3476 -0.0053
C 4.3538 -4.1539 -0.6301
C 3.4685 -3.1237 -0.8772
C 3.9100 -1.8741 -1.5920
C 4.5848 -0.7217 -0.8573
C 5.6186 -0.0677 -1.5169
C 6.1659 1.1282 -1.0608
C 5.5999 1.6892 0.0734
C 7.3048 1.7889 -1.8371
C 7.7706 3.0926 -1.1884
C 6.8356 2.1085 -3.2633
C 8.5024 0.8318 -1.9027
C 2.0844 -3.2344 -0.5162
O 1.2396 -2.3158 -0.7730
C 5.0083 -6.4513 0.2275
C 6.1699 -5.9116 1.0759
C 5.5640 -6.9475 -1.1153
C 4.4121 -7.6513 0.9643
C -0.0799 -2.6331 2.5962
O -1.0449 -2.0447 1.7953
C -2.2815 -2.7428 1.7837
C 2.6576 -4.6766 5.2420
C 3.9859 -4.8283 4.4844
C 2.1139 -6.0661 5.5965
C 2.9312 -3.9135 6.5370
C 1.8829 0.9864 3.0142
O 1.1645 1.2636 1.9987
C 4.3058 0.5894 6.6735
C 3.5232 0.0168 7.8562
C 4.8103 1.9833 7.0748
C 5.5199 -0.3188 6.4222
H 4.3377 -2.4300 1.5791
H 2.7574 -2.2910 2.3779
H 4.0678 -1.1764 2.8474
H 3.0549 2.4627 1.3127
H 4.6018 2.7140 2.1256
H 5.0370 1.5381 4.2185
H 1.6847 -0.2402 6.1904
H -0.5033 -0.0604 3.2242
H -0.5034 -0.4123 4.9536
H 1.5452 -2.1525 5.4937
H 1.7261 -5.4603 2.8287
H -0.3381 -3.8824 0.2162
H -0.0124 -5.4932 0.8950
H 2.2960 -6.3378 0.8913
H 5.3880 -4.0158 -0.9439
H 3.0019 -1.4636 -2.0486
H 4.5811 -2.1493 -2.4117
H 5.9806 -0.5090 -2.4407
H 5.9449 2.6498 0.4367
H 6.9694 3.8334 -1.1550
H 8.5942 3.5149 -1.7702
H 8.1258 2.9291 -0.1690
H 5.9751 2.7808 -3.2415
H 6.5374 1.2053 -3.7971
H 7.6381 2.5905 -3.8301
H 8.8658 0.6030 -0.8988
H 9.3208 1.2812 -2.4736
H 8.2310 -0.1102 -2.3804
H 6.6566 -5.0664 0.5869
H 6.9240 -6.6884 1.2444
H 5.8041 -5.5658 2.0452
H 6.0299 -6.1317 -1.6706
H 4.7589 -7.3515 -1.7328
H 6.3148 -7.7309 -0.9630
H 4.0298 -7.3662 1.9475
H 5.1827 -8.4136 1.1107
H 3.5932 -8.1019 0.3994
H -2.1301 -3.8176 1.6693
H -2.8487 -2.3673 0.9338
H -2.8319 -2.5505 2.7105
H 3.8538 -5.3793 3.5513
H 4.7200 -5.3600 5.0984
H 4.3932 -3.8469 4.2290
H 1.9519 -6.6676 4.7006
H 1.1598 -5.9849 6.1224
H 2.8206 -6.5987 6.2401
H 3.3714 -2.9352 6.3348
H 3.6337 -4.4782 7.1558
H 2.0162 -3.7606 7.1150
H 2.6411 0.6212 8.0790
H 4.1592 0.0009 8.7461
H 3.1927 -1.0061 7.6630
H 3.9684 2.6491 7.2771
H 5.4033 2.4329 6.2768
H 5.4345 1.9266 7.9734
H 5.1936 -1.3215 6.1374
H 6.1450 -0.3976 7.3188
H 6.1362 0.0688 5.6093
O -7.0276 -1.9369 -3.9385
C -7.0429 -1.5801 -2.7439
O -7.9891 -1.5200 -1.9336
C -5.6733 -1.1264 -2.1812
C -5.5415 -0.6909 -0.8725
C -4.2954 -0.2783 -0.4150
N -3.2094 -0.2615 -1.1883
C -3.3283 -0.6812 -2.4472
C -4.5364 -1.1315 -2.9728
C -2.0799 -0.6575 -3.2779
C -2.1311 -0.7665 -4.6684
C -0.9486 -0.7748 -5.3862
C 0.2555 -0.6780 -4.7071
C 0.2090 -0.5570 -3.3271
N -0.9211 -0.5327 -2.6309
C -4.0870 0.1838 0.9939
C -4.9660 -0.1592 2.0200
C -4.6913 0.2752 3.3056
C -3.5616 1.0447 3.5349
C -2.7538 1.3538 2.4497
N -3.0069 0.9317 1.2168
H -6.4310 -0.6692 -0.2577
H -4.6397 -1.4985 -3.9840
H -3.0814 -0.8348 -5.1777
H -0.9695 -0.8587 -6.4662
H 1.2060 -0.6958 -5.2240
H 1.1210 -0.4883 -2.7428
H -5.8309 -0.7748 1.8155
H -5.3511 0.0078 4.1225
H -3.2998 1.3899 4.5264
H -1.8551 1.9537 2.5648
N 2.4880 1.8239 -1.6590
C 2.0985 2.6230 -2.8130
C 1.5681 3.9908 -2.3909
C 0.4719 3.9283 -1.3299
C -0.7310 3.0892 -1.7426
N -1.7107 3.0206 -0.6692
H 3.3205 2.1862 -1.2062
H 2.7168 0.8763 -1.9362
H 1.3091 2.0770 -3.3362
H 2.9067 2.7647 -3.5476
H 1.2007 4.4976 -3.2917
H 2.3975 4.6007 -2.0141
H 0.1421 4.9462 -1.0926
H 0.8618 3.5002 -0.4044
H -0.4034 2.0697 -1.9581
H -1.1506 3.4783 -2.6840
H -2.1804 2.1252 -0.5988
H -2.4098 3.7466 -0.7321
*
```

Results
Relative energy (zero: lowest compared OMol25 entry of this formula, charge and spin), kcal/mol: 5.88
Orbital gap, eV: 5.566
Strongest force on any atom, Eh/bohr: 0.0183
LUMO, hartree: 0.1240
Energy, a.u.: -3312.4984
Highest occupied orbital energy, hartree: -0.08057